1.
33
Properties=species:S:1:pos:R:3:forces:R:3:lowdin_charge:R:1 method="wB97M-V/def2-TZVPD" max_force_ev_per_a=0.4 total_charge=0 homo_lumo_gap_ev=7.7
Pd -0.24013 0.30137 0.08310 0.3 0.2 -0.2 0.807
F 2.37469 4.56239 2.06658 0.0 0.0 0.0 0.074
C 2.42501 3.37474 1.44131 0.0 0.0 0.0 -0.275
C 1.24322 2.70275 1.18814 -0.1 -0.1 0.1 -0.050
C 1.28987 1.47526 0.54714 -0.1 -0.3 -0.1 -0.196
C 2.53322 0.94343 0.13864 0.1 0.1 0.0 -0.129
C 3.68349 1.66848 0.42702 0.0 0.0 0.0 -0.214
F 4.89364 1.19816 0.05926 0.0 0.0 0.0 0.068
C 3.66194 2.88224 1.08046 0.0 0.0 0.0 0.065
C 2.47890 -0.30538 -0.62606 0.0 -0.1 -0.1 -0.185
C 3.54678 -1.03925 -1.13300 0.0 0.0 0.0 0.012
C 3.29215 -2.18830 -1.86172 0.0 0.0 0.0 -0.043
C 1.98806 -2.59974 -2.07868 -0.1 0.0 0.0 -0.042
C 0.96362 -1.84232 -1.54620 0.0 0.0 0.0 -0.082
N 1.21573 -0.73534 -0.84780 0.0 0.1 0.3 -0.023
H 0.31077 3.15249 1.50357 0.0 0.0 0.0 0.090
H 4.57370 3.42188 1.28844 0.0 0.0 0.0 0.134
H 4.55790 -0.71349 -0.95919 0.0 0.0 0.0 0.109
H 4.11862 -2.76290 -2.25902 0.0 0.0 0.0 0.114
H 1.76005 -3.49232 -2.64250 0.0 0.0 0.0 0.110
H -0.08408 -2.09600 -1.64681 0.0 0.0 0.0 0.105
Cl -7.13126 -0.24365 1.59185 0.0 0.0 0.0 0.658
C -5.52038 -0.46732 0.98247 0.0 0.0 0.0 -0.682
C -4.54188 0.46122 1.27492 0.0 0.0 0.0 -0.137
C -3.27586 0.24392 0.76846 -0.1 0.0 0.1 -0.509
Cl -2.00901 1.41705 1.15847 0.0 0.0 0.0 0.770
C -2.89800 -0.84428 -0.02987 0.1 0.1 -0.1 -0.482
O -1.70428 -1.00910 -0.51171 -0.1 -0.1 0.1 -0.268
C -3.94756 -1.75709 -0.28064 0.0 0.0 0.0 -0.584
Cl -3.58463 -3.14862 -1.24631 0.0 0.0 0.0 0.699
C -5.22499 -1.58063 0.20644 0.0 0.0 0.0 -0.131
H -4.75825 1.32913 1.88156 0.0 0.0 0.0 0.109
H -5.99105 -2.30878 -0.01834 0.0 0.0 0.0 0.107

2.
38
Properties=species:S:1:pos:R:3:forces:R:3:lowdin_charge:R:1 method="wB97M-V/def2-TZVPD" max_force_ev_per_a=4.6 total_charge=-2 homo_lumo_gap_ev=6.1
O 1.89300 3.41411 -1.43603 -0.7 -0.9 0.2 0.083
C 1.17247 2.54522 -1.19086 1.1 2.0 -0.2 -0.149
Co 0.15860 1.13364 -0.93932 0.8 0.2 -0.5 0.068
C 0.11619 0.91617 0.78381 0.9 -1.3 2.5 -0.152
O 0.05730 0.56386 1.87913 -0.4 0.6 -1.6 0.098
C -1.47761 1.46620 -1.46293 -1.5 -0.5 -1.8 -0.156
O -2.57231 1.50537 -1.83503 0.6 0.4 0.7 0.078
C 0.24608 -0.81556 -1.20045 -1.2 0.9 -0.8 -0.313
C -1.06930 -1.43448 -1.04546 -0.1 -0.6 -0.4 -0.227
C -1.65621 -1.58961 0.22289 -0.1 0.0 -0.1 -0.044
C -3.01188 -1.88133 0.33517 0.4 -0.2 0.0 -0.096
C -3.77508 -2.11196 -0.81257 -0.2 0.1 -0.1 -0.133
C -3.19776 -1.99552 -2.07964 0.3 -0.2 0.2 -0.111
C -1.83762 -1.70300 -2.19813 -0.4 0.1 0.2 -0.048
C 0.89957 -0.52324 -2.43401 -2.0 0.5 -1.1 -0.399
C 0.68797 -0.18611 -3.72609 0.0 -0.6 1.0 -0.011
Co 2.08382 -1.08951 -1.24887 4.0 -1.6 1.7 0.025
C 2.71034 -2.51053 -2.16483 -0.5 -1.1 -0.8 -0.124
O 2.94127 -3.43215 -2.82979 0.0 1.1 0.7 0.070
C 2.33865 -1.60565 0.44682 -0.9 -0.3 1.5 -0.134
O 2.33842 -1.90007 1.55763 0.3 0.2 -1.1 0.122
C 3.49649 0.04633 -1.21483 0.3 2.1 -0.4 -0.125
O 4.32225 0.85985 -1.20153 -0.8 -1.5 0.0 0.085
H -1.04945 -1.39893 1.11359 -0.3 -0.1 -0.4 0.103
H -3.45081 -1.90555 1.33675 0.0 -0.2 -0.4 0.097
H -4.82503 -2.37740 -0.71689 0.1 0.2 0.0 0.079
H -3.79658 -2.11617 -2.98825 0.1 -0.1 0.4 0.090
H -1.39507 -1.59561 -3.19679 -0.1 0.0 0.6 0.095
H 1.53153 -0.38011 -4.37876 -0.2 0.6 -0.5 0.035
H -0.31877 0.03101 -4.10567 0.5 0.0 0.0 0.044
H 2.20289 1.74661 2.76431 -0.3 0.1 0.6 0.018
N 1.53013 2.34708 3.26303 0.3 -0.3 1.1 0.041
C 1.29046 1.93272 4.49535 -0.5 1.3 -1.1 -0.601
C 0.17997 3.01384 5.10266 1.3 -1.4 -0.7 -0.503
F 0.74967 4.25363 5.27668 -0.7 -0.6 0.2 0.055
F -0.90401 3.17759 4.28057 0.6 0.1 0.9 0.067
F -0.28111 2.59829 6.31662 -0.1 0.6 -0.4 0.064
O 1.67153 1.00095 5.23171 -0.3 0.5 -0.1 -0.091

3.
74
Properties=species:S:1:pos:R:3:forces:R:3:lowdin_charge:R:1 method="wB97M-V/def2-TZVPD" max_force_ev_per_a=1.9 total_charge=0 homo_lumo_gap_ev=9.4 smiles="CC(=O)N(C)C1=C(B(N)O)C(=O)OC1=O.ClC(Cl)(Cl)Cl.ClC(Cl)(Cl)Cl.ClC(Cl)(Cl)Cl.ClC(Cl)(Cl)Cl.ClC(Cl)(Cl)Cl.ClC(Cl)(Cl)Cl.ClC(Cl)(Cl)Cl.ClC(Cl)(Cl)Cl.ClC(Cl)(Cl)Cl.ClC(Cl)(Cl)Cl"
C 2.39194 -2.95847 -2.88216 -1.0 0.4 -0.7 -0.009
C 2.00376 -1.59974 -2.31162 1.0 0.1 1.2 -0.469
O 2.42147 -1.30806 -1.21459 -0.6 -0.1 -0.3 0.089
N 1.19096 -0.65910 -3.02482 0.0 -1.0 -0.9 -0.028
C 1.42603 -0.64375 -4.48856 -0.2 0.3 0.2 -0.007
C -0.17424 -0.70811 -2.66817 -0.2 0.5 0.4 -0.094
C -1.12152 -1.64506 -2.79808 0.4 0.3 -0.5 0.104
B -0.99672 -3.10348 -3.38448 -0.4 -0.6 0.1 -0.588
N -1.00873 -4.22346 -2.47053 0.3 1.1 0.1 0.191
O -0.90028 -3.33559 -4.72776 -0.2 0.2 0.2 0.160
C -2.38173 -1.00805 -2.26550 0.6 -1.3 0.1 -0.451
O -3.49728 -1.27752 -2.57264 0.1 0.1 0.7 0.163
O -1.97934 -0.01308 -1.38264 -0.8 0.9 -1.4 -0.050
C -0.79681 0.48462 -1.99691 0.6 -0.3 0.4 -0.442
O -0.45172 1.61330 -1.95543 -0.1 -0.2 0.3 0.169
H 1.90796 -3.70532 -2.25424 0.1 0.0 0.2 0.082
H 1.98952 -3.07724 -3.88941 0.2 -0.2 -0.1 0.076
H 3.46553 -3.11469 -2.86486 -0.1 0.1 0.0 0.035
H 0.68527 -1.23462 -5.02830 0.1 -0.1 -0.1 0.088
H 2.43462 -0.99781 -4.68878 0.0 0.0 0.0 0.090
H 1.37534 0.39102 -4.82457 -0.1 0.0 0.0 0.098
H -0.17086 -4.78943 -2.51796 -0.3 -0.4 -0.1 0.080
H -1.13418 -3.91199 -1.51471 0.0 -0.3 0.1 0.086
H -1.18620 -4.24416 -4.88890 0.3 0.0 -0.2 0.115
Cl -2.00876 3.16592 2.71222 0.0 -0.3 -0.1 0.477
C -1.44456 1.48541 2.68591 0.1 0.0 -0.1 -1.978
Cl -1.39123 0.93206 1.01345 -0.1 0.1 0.6 0.656
Cl 0.17230 1.35496 3.39752 -0.2 -0.2 -0.3 0.475
Cl -2.56914 0.48033 3.60774 0.0 0.0 0.0 0.537
Cl -5.74708 2.38088 -4.75170 0.0 0.0 0.0 0.520
C -3.99046 2.47040 -4.89730 0.1 0.0 0.0 -2.024
Cl -3.47365 4.15707 -4.82083 0.0 0.0 0.0 0.538
Cl -3.24878 1.57059 -3.57106 -0.2 0.3 -0.1 0.651
Cl -3.49298 1.76962 -6.44172 0.0 0.0 0.0 0.531
Cl 2.76039 4.75504 4.28625 0.0 0.0 0.0 0.528
C 1.47903 4.73806 5.50283 -0.1 0.1 0.0 -2.040
Cl 1.26341 6.36909 6.15554 0.0 0.0 0.0 0.522
Cl -0.02555 4.19472 4.75489 0.3 0.5 0.4 0.476
Cl 1.92610 3.64558 6.81611 0.0 0.0 0.0 0.513
Cl 7.26259 -0.18254 -4.32930 -0.1 0.1 0.0 0.511
C 6.68539 -1.63873 -3.51001 0.0 0.0 0.0 -2.033
Cl 5.25128 -1.24792 -2.55853 0.2 0.2 0.1 0.603
Cl 6.26717 -2.86756 -4.71307 0.0 0.0 0.0 0.511
Cl 7.94812 -2.25902 -2.44567 0.0 0.0 0.0 0.531
Cl -4.62677 3.32716 -0.31851 0.0 0.0 0.0 0.531
C -5.37066 4.02258 1.12405 0.1 -0.1 0.0 -2.032
Cl -5.61434 2.75602 2.32935 0.3 0.1 -0.1 0.490
Cl -4.31457 5.27689 1.79028 -0.1 0.1 0.0 0.511
Cl -6.92694 4.74542 0.69738 0.0 0.0 0.0 0.518
Cl 2.38506 0.29296 5.21928 0.1 -0.1 0.1 0.485
C 3.70069 -0.34381 6.20950 -0.1 0.0 0.0 -2.038
Cl 4.51397 -1.65191 5.34695 0.0 0.0 0.0 0.536
Cl 4.85864 0.95271 6.53967 0.0 0.0 0.0 0.509
Cl 3.04543 -0.96027 7.72978 -0.3 0.0 -0.2 0.503
Cl -10.60615 0.33546 3.62466 0.0 0.0 0.0 0.532
C -9.05038 1.06365 4.03523 0.0 0.0 0.0 -2.041
Cl -7.76831 -0.14011 3.85121 0.0 0.0 0.0 0.524
Cl -8.72722 2.41960 2.95326 -0.2 0.0 0.4 0.454
Cl -9.08659 1.63707 5.70462 0.0 0.0 0.0 0.533
Cl 5.41638 -3.22885 10.75174 0.0 0.0 0.0 0.520
C 6.24657 -1.66768 10.74927 0.0 0.0 0.0 -2.051
Cl 7.99388 -1.93238 10.72374 0.0 0.0 0.0 0.522
Cl 5.76013 -0.75154 9.32237 0.3 0.0 0.2 0.483
Cl 5.80920 -0.76774 12.20538 0.0 0.0 0.0 0.524
Cl -11.37797 1.18715 -1.86359 0.0 0.0 0.0 0.529
C -10.01738 2.28436 -1.60967 0.1 0.0 0.0 -2.048
Cl -8.70595 1.88419 -2.72290 0.0 0.0 0.0 0.509
Cl -10.54001 3.94859 -1.89684 0.0 0.0 0.0 0.524
Cl -9.42955 2.12764 0.04698 -0.2 0.0 -0.2 0.474
Cl 12.05854 -3.20999 -4.72029 0.0 0.0 0.0 0.526
C 10.64370 -3.38389 -5.76292 0.0 0.0 0.0 -2.052
Cl 9.70762 -1.88650 -5.73698 0.1 -0.1 0.0 0.495
Cl 11.16647 -3.72750 -7.41501 0.0 0.0 0.0 0.526
Cl 9.64097 -4.71426 -5.17440 0.0 0.0 0.0 0.511

4.
89
Properties=species:S:1:pos:R:3:forces:R:3:lowdin_charge:R:1 method="wB97M-V/def2-TZVPD" max_force_ev_per_a=4.2 total_charge=0 homo_lumo_gap_ev=9.2
C 0.52344 -4.02648 -4.91435 -0.2 0.9 0.4 -0.076
C 1.09894 -2.56404 -4.92615 -0.6 -1.5 0.5 -0.207
N 0.72417 -1.89005 -3.65081 0.1 -0.5 -0.3 0.048
C -0.63624 -1.54173 -3.61113 1.4 -1.1 0.6 -0.606
O -0.99627 -0.45118 -3.83665 -1.2 2.3 -0.3 0.161
O -1.51731 -2.54801 -3.24453 -0.1 -1.0 -2.1 -0.109
P -2.97459 -2.45845 -4.05816 -1.5 2.1 0.6 0.379
N -3.94199 -1.48408 -3.31726 0.9 0.3 -2.4 -0.369
O -2.78867 -1.93259 -5.58788 1.4 -1.1 0.9 -0.154
O -3.61005 -3.94877 -4.14293 2.5 0.3 -0.6 -0.295
H -0.53023 -4.03874 -5.24949 0.5 -0.2 -0.2 0.047
H 1.14867 -4.71851 -5.49249 -0.4 0.2 0.1 0.076
H 0.48754 -4.31166 -3.84869 0.2 -0.2 -0.5 0.084
H 0.70222 -1.96325 -5.76555 0.5 -0.3 0.0 0.115
H 2.19104 -2.68962 -4.96829 -0.4 0.6 0.0 0.118
H 1.22665 -1.00597 -3.63347 -0.2 0.0 0.2 0.069
H -4.23776 -0.73578 -3.94304 -0.1 0.0 0.3 -0.030
H -1.89691 -2.10320 -5.93857 -0.3 0.1 -0.2 0.081
H -2.92511 -4.64283 -4.14847 -0.3 0.0 0.0 0.093
C 2.63041 0.85737 -0.97965 -0.1 0.0 0.2 -2.037
Cl 2.97009 0.92297 -2.71843 0.0 0.0 0.0 0.536
Cl 2.49965 -0.83131 -0.46942 0.0 0.1 -0.1 0.531
Cl 3.93666 1.64632 -0.08931 0.0 0.0 -0.1 0.494
Cl 1.10739 1.69276 -0.64977 0.1 -0.1 0.0 0.534
C -3.71749 -3.95322 -0.25562 0.0 -0.2 -0.3 -1.948
Cl -3.91849 -2.93641 -1.71791 -0.9 -0.6 4.0 0.678
Cl -2.70716 -3.10551 0.92924 0.0 -0.1 -0.1 0.516
Cl -5.30841 -4.27965 0.45102 0.1 0.0 0.0 0.507
Cl -2.93652 -5.49263 -0.70335 0.0 0.0 0.1 0.485
C 5.33186 5.54672 -0.07358 0.1 0.0 -0.1 -2.032
Cl 5.62493 7.14792 0.61722 0.0 -0.1 0.0 0.532
Cl 6.28721 5.35667 -1.55010 -0.1 0.0 0.1 0.533
Cl 5.81175 4.30752 1.09870 0.0 0.1 -0.1 0.500
Cl 3.60914 5.37730 -0.47644 0.4 0.0 -0.6 0.471
C 2.36135 5.44726 3.92055 -0.1 0.0 0.1 -1.997
Cl 2.81083 5.55007 2.21207 -0.4 0.0 0.7 0.480
Cl 2.21789 3.74470 4.38057 0.0 0.1 0.0 0.508
Cl 3.61076 6.21670 4.90986 -0.2 0.0 -0.2 0.505
Cl 0.81121 6.26402 4.17492 0.2 -0.1 0.0 0.491
C -5.82351 2.21304 -2.96503 0.1 -0.1 0.1 -2.036
Cl -5.66874 1.57931 -4.61425 0.0 0.1 0.1 0.517
Cl -4.97550 3.76332 -2.84899 -0.1 -0.1 0.0 0.518
Cl -7.53797 2.44757 -2.58881 0.1 0.0 -0.1 0.518
Cl -5.12010 1.06763 -1.82167 -0.1 0.1 -0.1 0.548
C 6.24443 5.66427 7.78532 0.0 0.0 0.0 -2.045
Cl 6.63771 5.95254 6.08332 0.1 0.0 0.2 0.499
Cl 7.66052 5.00162 8.61350 -0.1 0.0 -0.1 0.526
Cl 5.77427 7.19029 8.54704 0.0 -0.1 -0.1 0.526
Cl 4.90397 4.51294 7.89642 0.1 0.1 0.0 0.500
C 4.23494 0.08596 4.96745 -0.1 0.0 0.0 -2.014
Cl 5.62383 -0.95736 4.61648 -0.6 0.6 -0.6 0.477
Cl 4.71597 1.33345 6.12650 0.0 -0.1 -0.1 0.514
Cl 3.68040 0.85346 3.47394 0.1 -0.2 0.0 0.493
Cl 2.92689 -0.88675 5.65371 0.1 0.0 0.0 0.540
C -2.83754 8.14634 4.19716 0.0 0.0 -0.1 -2.033
Cl -1.43441 8.30179 5.26697 -0.2 0.1 0.0 0.503
Cl -4.18702 7.44189 5.09695 0.1 0.1 -0.1 0.514
Cl -3.30133 9.74406 3.59390 0.0 -0.1 0.0 0.529
Cl -2.41845 7.10099 2.83124 -0.1 0.2 0.0 0.495
C -6.89693 -7.14934 -2.00500 0.1 0.0 0.0 -2.041
Cl -8.27104 -6.13131 -1.55218 0.1 0.0 0.0 0.521
Cl -5.75406 -6.19838 -2.96386 -0.1 0.0 0.0 0.514
Cl -6.09532 -7.74426 -0.54297 -0.1 0.0 -0.1 0.508
Cl -7.47080 -8.52394 -2.96340 0.0 0.1 0.0 0.520
C -7.28536 -2.39097 -5.74440 0.1 0.0 0.0 -1.995
Cl -7.54025 -1.71740 -7.36380 0.0 -0.1 0.1 0.501
Cl -5.56246 -2.69687 -5.49657 -1.4 -0.1 -0.7 0.639
Cl -7.86622 -1.23942 -4.53025 0.0 -0.1 -0.1 0.522
Cl -8.18117 -3.91098 -5.58939 0.0 0.1 0.0 0.525
C -3.70757 3.33619 3.54990 0.0 0.0 0.0 -2.044
Cl -3.22449 3.48518 1.85282 0.0 0.0 0.1 0.510
Cl -3.82654 1.62411 3.98006 0.0 0.1 0.0 0.527
Cl -2.49910 4.12068 4.57689 0.0 -0.2 0.0 0.494
Cl -5.27986 4.11350 3.78428 0.1 0.0 0.0 0.515
C 8.28061 -3.39993 7.28914 0.1 -0.1 -0.1 -2.004
Cl 7.14979 -2.51573 6.24941 0.5 -0.5 0.7 0.467
Cl 9.85431 -3.51222 6.48708 -0.1 0.0 0.0 0.517
Cl 8.45134 -2.53863 8.83056 -0.6 -0.2 -0.1 0.486
Cl 7.65782 -5.02811 7.59314 0.0 0.1 0.0 0.531
C -8.14863 -3.15072 -11.48364 0.0 0.0 0.0 -2.051
Cl -7.95781 -1.51163 -10.84350 0.0 0.0 -0.1 0.502
Cl -7.28464 -3.28655 -13.02220 0.0 0.0 0.1 0.519
Cl -7.48480 -4.31446 -10.32824 0.0 0.1 -0.1 0.513
Cl -9.86645 -3.48706 -11.73950 0.1 0.0 0.0 0.522
C 12.92590 -1.44195 8.66748 0.0 0.1 0.1 -2.038
Cl 13.08267 -0.43609 7.21938 0.0 -0.1 0.1 0.519
Cl 13.76453 -0.66434 10.01983 0.0 0.0 -0.1 0.519
Cl 11.21256 -1.64008 9.06286 0.7 0.1 -0.1 0.465
Cl 13.64506 -3.03029 8.36227 0.0 0.1 0.0 0.519

| no. | LUMO energy (eV) | energy (eV) | HOMO energy (eV) |
| --- | --- | --- | --- |
| 1 | -0.34 | -67779.0320 | -8.0 |
| 2 | 4.72 | -116985.5947 | -1.4 |
| 3 | -0.80 | -532564.0947 | -10.2 |
| 4 | -0.10 | -739485.0595 | -9.3 |